Molecular formula: C3H8OSi
Method: DFT, ωB97M-V/def2-TZVPD

Computed properties:
Charge   0
E_HOMO (alpha / beta)   -8.7 / -8.7 eV
Energy   -13162.011 eV
Relative energy (zero: lowest compared OMol25 entry of this formula, charge and spin)   92.65 kcal/mol
Spin multiplicity   1
Frontier orbital gap (alpha / beta)   8.637 / 8.638 eV

Element x y z (Å)
C (-0.07280, 0.60501, -1.71338)
O (0.82542, 2.28877, 1.18421)
H (-0.33380, 1.52025, -2.13616)
H (0.63037, -2.17187, -0.36652)
H (-2.38853, 0.78730, -0.12656)
H (-0.30521, -2.68178, 0.99972)
H (-0.10015, -0.22540, -2.35022)
H (0.87923, 0.81923, -1.27105)
Si (-0.86521, 0.46665, 0.03002)
H (1.18087, -1.79948, 1.39190)
C (0.09110, 1.35291, 1.36192)
H (0.14087, 0.98741, 2.37100)
C (0.31786, -1.94900, 0.62513)